A 13-piece molecular cluster, C52H104O26S13 overall at a distorted geometry. Source: the OMol25 dataset; level of theory: the ωB97M-V functional and the def2-TZVPD basis.

Its LUMO energy is -0.0065 hartree. Its spin multiplicity is 1. Its charge is 0. The value obtained for the calculated total energy is -249689.785 eV. For the orbital gap, the calculation gives 0.33111 Eh. Its HOMO energy is -9.2 eV.

Structure (XYZ):
```
195
Properties=species:S:1:pos:R:3:forces:R:3:mulliken_charge:R:1
C -1.098 5.030 -3.846 -0.60 -0.15 0.92 -0.76
C -0.841 3.499 -3.709 -0.27 -0.58 -1.10 0.06
C 0.662 3.252 -3.601 0.10 1.39 -0.01 -0.01
S 1.486 4.793 -4.314 -0.57 -1.01 1.95 1.11
O 2.253 4.348 -5.463 0.10 0.99 0.53 -0.66
O 2.038 5.525 -3.127 -0.77 -1.06 -2.79 -0.64
C -0.120 5.582 -4.836 2.04 -0.91 -0.48 -0.94
H -0.996 5.405 -2.827 0.12 0.59 -0.13 0.31
H -2.057 5.364 -4.244 -0.45 -0.63 0.39 0.38
H -1.201 2.915 -4.557 0.04 0.48 -0.70 -0.07
H -1.362 2.926 -2.942 -0.12 0.84 0.71 0.15
H 0.975 2.371 -4.162 0.25 0.25 0.21 -0.04
H 0.989 3.264 -2.562 0.20 -0.26 -0.13 0.11
H -0.355 5.128 -5.798 0.23 -0.15 -0.15 0.37
H 0.071 6.632 -5.058 -0.34 0.11 0.79 0.50
C 6.981 -1.855 3.148 1.65 -0.95 0.19 -0.74
C 7.957 -0.721 2.826 1.88 -2.12 -1.62 -0.79
C 7.555 -0.107 1.515 -0.91 1.55 -0.27 -0.71
S 6.977 -1.406 0.360 0.96 -0.79 2.68 0.92
O 8.140 -2.111 -0.193 -1.48 0.94 0.17 -0.69
O 5.851 -0.955 -0.425 0.69 -0.04 -0.44 -0.31
C 6.311 -2.353 1.787 -0.96 1.44 1.55 -0.13
H 6.542 -1.543 4.096 -2.13 -0.04 -0.82 0.38
H 7.560 -2.666 3.590 0.37 -0.30 -0.46 0.30
H 8.841 -1.285 2.527 0.74 0.23 0.41 0.29
H 8.251 -0.089 3.664 -0.48 0.30 -0.34 0.42
H 8.295 0.512 1.007 0.07 -0.10 0.11 0.56
H 6.687 0.504 1.765 -0.32 0.24 -0.73 0.22
H 6.249 -3.417 1.557 0.27 0.15 0.31 0.25
H 5.320 -1.923 1.929 -0.44 -0.44 -0.78 0.06
C -1.061 0.857 -0.607 2.51 -0.48 -0.53 0.01
C -1.639 -0.457 -0.162 1.08 -1.64 1.56 -0.49
C -0.490 -1.597 -0.135 -1.41 0.69 -0.19 -0.97
S 1.137 -0.855 -0.063 -1.85 1.43 0.17 0.80
O 1.783 -1.150 -1.301 0.99 -0.21 -1.05 -0.26
O 1.761 -1.221 1.196 -0.15 0.54 -0.65 -0.58
C 0.460 0.925 -0.086 -1.22 -1.83 1.07 -0.87
H -1.699 1.615 -0.153 0.39 0.51 -0.56 0.60
H -0.961 0.845 -1.692 -0.55 0.62 -0.15 -0.23
H -2.543 -0.760 -0.690 0.31 -0.11 -0.38 0.61
H -1.999 -0.295 0.854 0.09 -0.23 0.23 -0.22
H -0.536 -2.154 -1.071 0.19 -0.14 0.13 0.43
H -0.488 -2.266 0.726 -0.53 -0.03 -0.10 0.47
H 1.179 1.605 -0.544 -0.24 -0.01 0.14 0.51
H 0.362 0.973 0.998 0.41 0.97 0.19 0.15
C -9.692 -1.719 -0.035 -0.49 -0.82 0.30 -0.57
C -10.780 -0.658 -0.142 2.14 2.02 -1.30 -0.57
C -9.951 0.454 -0.958 -0.64 0.54 1.45 -0.91
S -8.229 0.446 -0.296 -2.12 1.11 1.53 1.14
O -8.173 1.525 0.705 0.33 -1.41 -1.38 -0.64
O -7.303 0.346 -1.384 0.80 0.09 -0.39 -0.63
C -8.354 -1.183 0.507 0.16 0.73 -0.42 -0.67
H -9.549 -1.980 -1.083 0.33 -0.69 0.11 0.28
H -10.043 -2.570 0.550 0.22 -0.24 -0.19 0.37
H -11.094 -0.263 0.824 -0.11 0.04 -0.15 0.33
H -11.617 -0.860 -0.812 -0.07 -0.65 0.49 0.31
H -10.361 1.434 -0.714 0.30 0.14 -0.07 0.43
H -9.942 0.383 -2.046 0.07 -0.55 0.12 0.38
H -8.199 -1.033 1.575 -0.59 0.00 0.05 0.33
H -7.481 -1.730 0.150 -0.20 -0.15 -0.12 0.34
C -1.126 -2.462 4.466 2.64 -0.53 -1.36 -0.58
C -1.848 -1.870 5.599 -1.26 -0.08 1.58 -0.63
C -1.049 -0.737 6.195 0.56 2.11 -0.87 -0.88
S -0.010 -0.011 4.835 -3.59 -3.64 0.92 0.92
O 1.298 -0.050 5.300 3.80 -0.44 0.56 -0.69
O -0.559 1.223 4.473 -1.31 2.92 -1.55 -0.33
C -0.463 -1.331 3.596 0.59 0.29 0.77 0.57
H -1.544 -3.317 3.935 -0.94 0.67 -0.44 0.44
H -0.302 -3.035 4.894 0.67 0.31 0.16 0.14
H -2.019 -2.594 6.395 -0.11 -0.30 -0.13 0.42
H -2.841 -1.549 5.285 -0.01 0.41 0.09 0.23
H -0.281 -0.805 6.966 -0.26 -1.19 0.13 0.37
H -1.672 0.093 6.527 -0.16 -0.03 -0.11 0.37
H 0.476 -1.605 3.116 -0.06 -0.26 0.10 0.03
H -1.042 -0.780 2.854 -0.54 -0.31 0.18 -0.44
C -0.128 4.428 1.764 0.59 2.49 -0.57 -0.41
C -1.423 4.232 2.556 1.53 0.62 0.58 -0.12
C -0.857 4.312 4.038 -0.91 0.90 -1.57 -0.74
S 0.109 5.848 4.067 -0.26 1.12 -1.00 1.19
O 1.299 5.647 4.917 -1.75 0.53 -0.95 -0.68
O -0.793 7.024 4.211 1.30 -1.81 0.49 -0.68
C 0.537 5.766 2.257 1.33 -0.50 2.61 -0.83
H -0.278 4.786 0.745 -0.27 -1.30 -0.55 0.18
H 0.566 3.595 1.877 0.00 0.12 -0.30 0.26
H -1.923 3.306 2.271 -0.05 -0.01 0.48 -0.05
H -2.039 5.094 2.297 -0.40 -0.07 0.39 0.38
H -0.114 3.520 4.126 -0.52 -0.14 0.80 0.26
H -1.648 4.497 4.764 0.31 -0.75 0.38 0.56
H 1.619 5.779 2.382 0.21 -0.82 -0.54 0.30
H 0.405 6.746 1.798 -1.13 -0.33 -0.21 0.43
C 4.692 -7.176 6.204 0.59 0.27 0.61 -0.62
C 3.610 -6.883 7.217 -0.10 0.15 1.34 -0.69
C 2.562 -5.890 6.661 1.67 0.35 0.69 -0.64
S 2.958 -5.516 4.879 -2.18 -2.65 2.70 1.06
O 3.603 -4.235 4.709 0.01 -0.71 -0.40 -0.56
O 1.626 -5.835 4.329 1.95 0.68 -1.07 -0.67
C 4.182 -6.994 4.846 -0.31 0.40 -2.34 -0.66
H 5.135 -8.165 6.320 -0.01 0.02 0.01 0.36
H 5.474 -6.433 6.361 0.22 -0.11 0.14 0.32
H 4.221 -6.562 8.061 -0.55 0.91 0.27 0.28
H 3.075 -7.695 7.710 0.07 -0.64 -0.83 0.34
H 2.648 -4.956 7.216 -0.40 0.11 -0.15 0.35
H 1.585 -6.363 6.762 0.00 0.55 -0.53 0.35
H 4.992 -6.770 4.152 -0.19 0.20 -0.19 0.40
H 3.734 -7.933 4.520 -0.77 0.45 -0.39 0.39
C -5.888 3.529 4.914 1.50 -0.20 1.55 -0.81
C -6.700 3.858 3.666 -0.93 0.68 1.75 -0.67
C -5.891 3.488 2.472 -0.20 0.49 -0.60 -0.42
S -5.214 1.897 2.899 3.47 -1.14 -0.62 0.68
O -3.873 1.764 2.180 -3.31 -0.02 1.62 -0.41
O -6.196 0.808 2.794 1.18 1.49 0.26 -0.55
C -4.882 2.387 4.686 -1.31 -1.20 -0.50 -0.49
H -6.521 3.300 5.771 -0.35 -0.45 -0.30 0.42
H -5.320 4.337 5.375 0.06 0.68 -0.80 0.36
H -6.871 4.913 3.884 -0.31 0.24 -1.24 0.34
H -7.666 3.364 3.767 0.07 -0.16 -0.47 0.32
H -5.107 4.241 2.386 0.54 -0.49 -0.09 0.23
H -6.363 3.406 1.493 -0.38 -0.13 0.20 0.43
H -3.804 2.483 4.812 -0.15 0.65 -0.28 0.25
H -5.215 1.633 5.400 0.28 -0.73 -0.61 0.30
C -0.709 -3.167 -5.853 3.56 -1.14 -1.48 -0.51
C -1.742 -3.252 -4.798 -1.73 -0.32 -1.05 -0.83
C -2.140 -1.834 -4.472 -0.36 -0.12 -2.04 -0.41
S -2.115 -0.972 -6.117 -0.76 -0.54 -3.17 1.10
O -1.544 0.352 -6.024 -0.10 -0.09 0.67 -0.55
O -3.382 -1.125 -6.882 1.64 0.10 2.08 -0.69
C -0.941 -2.113 -6.977 -0.49 -0.62 1.80 -0.67
H -0.512 -4.115 -6.353 -0.64 -0.37 -0.02 0.47
H 0.319 -3.021 -5.522 -0.03 0.58 0.82 -0.06
H -1.706 -3.921 -3.938 1.06 0.27 0.09 0.47
H -2.529 -3.743 -5.371 -0.88 0.27 0.21 0.34
H -1.320 -1.343 -3.948 -0.83 0.37 0.79 0.23
H -3.219 -1.840 -4.311 0.25 0.83 1.33 0.47
H 0.024 -1.672 -7.227 -0.40 0.42 -0.02 0.29
H -1.404 -2.575 -7.849 -0.26 0.45 0.12 0.35
C 3.123 -5.490 0.061 1.47 -1.07 -1.29 -0.46
C 4.700 -5.765 0.095 -1.36 -1.54 0.16 -0.17
C 4.931 -7.298 -0.136 0.82 0.09 0.30 -0.86
S 3.433 -8.302 0.173 0.33 1.66 2.97 1.06
O 3.589 -9.079 1.451 -0.33 1.44 -2.87 -0.63
O 3.011 -8.925 -1.052 -0.14 -0.22 0.09 -0.64
C 2.399 -6.709 0.595 0.75 -1.72 0.66 -0.54
H 2.907 -5.467 -1.008 -0.37 0.69 -0.01 0.32
H 2.899 -4.559 0.580 -0.23 -0.13 -0.19 0.31
H 5.066 -5.452 1.072 0.31 -0.02 -0.20 -0.11
H 5.253 -5.349 -0.747 -0.27 0.85 0.44 0.35
H 5.742 -7.671 0.490 -0.27 -0.13 0.32 0.39
H 5.318 -7.464 -1.142 -0.61 -0.18 -0.19 0.44
H 2.420 -6.749 1.684 -0.19 0.02 0.06 0.03
H 1.394 -6.944 0.246 0.08 0.37 -0.13 0.50
C -5.331 1.307 -4.983 -1.39 0.82 -0.46 -1.04
C -4.303 1.756 -3.948 0.27 -0.93 -0.66 0.62
C -4.852 2.904 -3.068 -0.57 -0.91 -0.64 -0.47
S -6.564 3.193 -3.591 0.04 -1.82 0.48 1.04
O -6.615 4.185 -4.612 -0.05 0.66 -0.96 -0.67
O -7.327 3.386 -2.381 -0.25 -0.19 -0.41 -0.59
C -6.736 1.474 -4.370 0.70 0.41 -0.02 -0.63
H -5.220 0.331 -5.456 0.37 -0.30 0.64 0.42
H -5.281 1.954 -5.858 -0.06 0.36 0.01 0.33
H -3.412 1.938 -4.548 0.28 0.50 0.56 -0.24
H -4.116 0.843 -3.382 0.27 0.29 0.63 -0.07
H -4.334 3.861 -3.131 0.04 -0.18 0.18 0.42
H -5.059 2.543 -2.060 0.60 0.30 0.16 0.26
H -7.465 1.324 -5.166 -0.36 0.77 0.27 0.50
H -6.945 0.760 -3.573 0.13 0.22 0.17 0.26
C 6.186 3.709 -1.743 -1.09 0.50 0.11 -0.15
C 6.170 5.268 -1.668 -0.36 -0.53 0.73 -0.84
C 4.794 5.781 -1.079 1.02 -1.59 0.30 -0.36
S 4.525 4.716 0.360 -1.47 0.55 0.05 0.70
O 3.029 4.634 0.660 3.87 -0.56 -1.03 -0.25
O 5.376 5.190 1.445 -0.34 -0.58 -0.50 -0.66
C 5.302 3.258 -0.568 -2.17 -0.58 0.49 -0.01
H 7.202 3.314 -1.759 0.00 0.17 0.48 0.33
H 5.752 3.383 -2.688 -0.32 -0.13 0.16 -0.09
H 6.360 5.682 -2.659 0.20 0.25 0.32 0.41
H 6.981 5.370 -0.947 0.02 1.31 -0.14 0.38
H 3.991 5.496 -1.759 -0.19 0.68 -0.08 0.01
H 4.770 6.769 -0.619 0.00 0.15 -0.66 0.52
H 4.347 2.899 -0.952 -0.08 -0.16 -0.54 -0.20
H 5.533 2.433 0.105 0.79 0.39 0.16 0.29
C 2.754 -1.028 -4.835 -1.47 0.93 -1.64 0.25
C 4.063 -1.486 -4.205 -0.14 1.14 1.20 -0.68
C 4.948 -0.220 -3.893 -0.39 0.17 -1.15 -0.70
S 4.085 1.313 -4.546 0.07 -0.51 -1.40 1.10
O 4.949 1.914 -5.575 -0.60 -0.04 1.74 -0.79
O 3.542 2.111 -3.436 0.42 -1.01 -1.31 -0.21
C 2.895 0.300 -5.642 1.62 0.05 1.00 -1.28
H 1.928 -0.870 -4.141 0.30 -0.07 0.53 0.03
H 2.382 -1.799 -5.510 0.03 -0.11 -0.13 0.19
H 4.544 -2.245 -4.822 0.31 0.43 -0.08 0.45
H 3.786 -1.972 -3.269 0.22 -0.03 0.08 0.13
H 5.817 -0.220 -4.551 0.15 -0.01 0.24 0.46
H 5.253 -0.023 -2.865 -0.28 -0.29 0.00 0.19
H 3.554 0.237 -6.508 0.34 -0.51 0.15 0.48
H 2.079 0.862 -6.098 -0.59 -0.07 1.02 0.47
```
Positions in Å, forces in eV/Å.